1:
This record from the Open Molecules 2025 dataset describes a 16-piece molecular cluster, C64H176N16O16 overall. The level of theory is the ωB97M-V functional and the def2-TZVPD basis.

```
272
Properties=species:S:1:pos:R:3:lowdin_charge:R:1
C 15.86 -25.23 17.68 -0.0700
C 15.06 -26.22 18.50 -0.4032
C 14.96 -27.68 17.90 -0.1440
O 13.97 -28.37 18.67 -0.2200
C 13.86 -29.73 18.35 -0.1086
N 15.80 -26.26 19.79 0.0694
H 16.91 -25.53 17.57 0.0704
H 15.76 -24.29 18.22 0.0625
H 15.42 -25.18 16.68 0.0699
H 14.04 -25.85 18.57 0.0905
H 15.90 -28.22 17.90 0.1275
H 14.62 -27.57 16.87 0.1154
H 13.24 -30.33 19.00 0.0954
H 14.82 -30.24 18.21 0.0891
H 13.33 -29.69 17.40 0.0728
H 15.45 -27.15 20.13 0.0616
H 15.61 -25.49 20.41 0.0435
C 15.89 -11.98 21.04 -0.0493
C 15.46 -12.24 19.56 -0.4556
C 14.62 -13.49 19.47 -0.2021
O 15.35 -14.67 19.87 -0.1889
C 14.35 -15.65 20.15 -0.1143
N 14.66 -11.15 19.12 0.0361
H 15.00 -11.81 21.65 0.0745
H 16.56 -11.14 21.20 0.0698
H 16.31 -12.86 21.53 0.0613
H 16.40 -12.40 19.02 0.1315
H 14.27 -13.61 18.44 0.1246
H 13.78 -13.35 20.14 0.1250
H 13.82 -15.94 19.25 0.0825
H 13.69 -15.43 20.99 0.0941
H 14.85 -16.57 20.45 0.0647
H 14.22 -11.36 18.23 0.0701
H 15.17 -10.29 19.00 0.0800
C 16.63 -14.23 15.30 -0.0737
C 17.77 -13.67 14.50 -0.4134
C 17.20 -12.39 13.75 -0.2013
O 16.17 -12.78 12.84 -0.2056
C 16.04 -11.85 11.76 -0.1034
N 18.90 -13.22 15.34 0.0506
H 16.26 -13.46 15.99 0.0742
H 16.95 -15.16 15.78 0.0755
H 15.77 -14.43 14.68 0.0728
H 18.13 -14.34 13.72 0.1299
H 18.06 -12.07 13.15 0.1080
H 16.96 -11.47 14.29 0.1222
H 16.23 -10.84 12.12 0.0826
H 15.09 -11.84 11.23 0.0811
H 16.76 -12.17 11.01 0.0859
H 18.33 -12.64 15.95 0.0553
H 19.18 -13.93 16.00 0.0288
C 10.04 -25.19 13.05 -0.0801
C 8.99 -24.34 13.63 -0.4879
C 9.48 -23.59 14.85 -0.2249
O 10.43 -24.25 15.66 -0.1963
C 9.81 -25.42 16.34 -0.0467
N 8.50 -23.47 12.61 0.0528
H 9.67 -25.97 12.40 0.0937
H 10.71 -25.71 13.74 0.0476
H 10.72 -24.57 12.47 0.0894
H 8.23 -25.04 13.98 0.1383
H 8.54 -23.42 15.37 0.1098
H 9.90 -22.60 14.67 0.1247
H 9.71 -26.13 15.51 0.0647
H 8.87 -25.26 16.87 0.0883
H 10.46 -25.84 17.11 0.0703
H 8.01 -22.65 12.92 0.0764
H 9.23 -23.17 11.98 0.0734
C 19.64 -20.89 15.74 -0.0718
C 19.24 -22.03 14.72 -0.3567
C 18.87 -23.35 15.49 -0.1931
O 18.61 -24.33 14.49 -0.1880
C 18.61 -25.63 15.02 -0.1128
N 18.09 -21.63 13.92 0.0380
H 18.78 -20.84 16.41 0.0532
H 19.86 -19.95 15.25 0.0637
H 20.49 -21.10 16.39 0.0710
H 20.12 -22.19 14.10 0.1357
H 18.06 -23.23 16.21 0.1107
H 19.71 -23.67 16.11 0.1144
H 19.26 -25.80 15.88 0.0906
H 18.69 -26.43 14.27 0.0908
H 17.62 -25.88 15.40 0.0502
H 17.34 -21.45 14.57 0.0367
H 17.79 -22.49 13.49 0.0388
C 6.43 -22.61 19.15 -0.0890
C 7.51 -21.68 19.41 -0.4535
C 8.90 -22.33 19.12 -0.1335
O 9.96 -21.41 19.56 -0.2047
C 10.36 -21.56 20.90 -0.1193
N 7.36 -20.57 18.49 0.0590
H 6.40 -23.14 18.19 0.0889
H 5.44 -22.19 19.34 0.0892
H 6.40 -23.27 20.01 0.0737
H 7.31 -21.31 20.41 0.1489
H 9.03 -22.47 18.05 0.1175
H 8.87 -23.29 19.62 0.0936
H 11.14 -20.82 21.12 0.0828
H 10.73 -22.56 21.14 0.0660
H 9.55 -21.53 21.63 0.0774
H 7.55 -20.91 17.56 0.0525
H 8.04 -19.86 18.72 0.0260
C 9.16 -18.87 16.39 -0.0306
C 9.32 -18.10 17.78 -0.4240
C 10.61 -17.23 17.85 -0.1182
O 10.73 -16.82 19.26 -0.1745
C 11.36 -17.69 20.04 -0.1793
N 8.12 -17.37 18.19 0.0558
H 8.33 -19.57 16.37 0.0468
H 10.05 -19.46 16.21 0.0632
H 9.04 -18.14 15.58 0.0718
H 9.45 -18.92 18.50 0.0868
H 10.55 -16.35 17.21 0.1257
H 11.43 -17.83 17.45 0.1160
H 11.51 -17.33 21.06 0.0975
H 12.41 -17.81 19.77 0.0717
H 10.96 -18.70 20.14 0.0719
H 8.54 -16.88 18.97 0.0611
H 8.08 -16.57 17.58 0.0702
C 8.53 -24.35 22.34 -0.0477
C 7.58 -25.50 22.74 -0.4184
C 8.22 -26.87 22.42 -0.2206
O 8.20 -27.09 21.04 -0.1811
C 8.84 -28.23 20.59 -0.1210
N 7.21 -25.35 24.14 0.0410
H 8.69 -24.33 21.26 0.0489
H 9.47 -24.64 22.82 0.0708
H 8.23 -23.34 22.61 0.0781
H 6.67 -25.48 22.14 0.1324
H 7.71 -27.70 22.90 0.1233
H 9.24 -26.87 22.78 0.1217
H 9.19 -28.12 19.56 0.0733
H 8.24 -29.10 20.84 0.0939
H 9.76 -28.39 21.15 0.0838
H 8.06 -25.23 24.67 0.0665
H 6.90 -26.26 24.45 0.0631
C 15.90 -19.52 17.98 -0.0540
C 15.59 -20.96 17.74 -0.3638
C 14.04 -21.27 17.90 -0.1318
O 13.76 -22.66 17.57 -0.2057
C 12.73 -23.32 18.26 -0.1092
N 15.83 -21.11 16.31 0.0479
H 15.40 -18.77 17.37 0.0943
H 16.96 -19.26 17.90 0.0731
H 15.61 -19.34 19.01 0.0603
H 16.09 -21.74 18.31 0.1123
H 13.39 -20.81 17.16 0.1115
H 13.71 -20.94 18.89 0.1181
H 12.67 -24.36 17.92 0.0775
H 11.83 -22.72 18.12 0.0811
H 12.72 -23.37 19.35 0.0687
H 15.47 -22.01 16.05 0.0710
H 15.11 -20.55 15.87 0.0272
C 17.27 -17.41 12.59 -0.0521
C 16.59 -18.10 13.76 -0.4002
C 15.37 -18.92 13.29 -0.1779
O 14.44 -19.37 14.33 -0.2391
C 13.52 -20.44 14.09 -0.0770
N 17.53 -18.98 14.48 0.0448
H 16.81 -16.45 12.35 0.0734
H 17.17 -18.08 11.73 0.0750
H 18.34 -17.24 12.72 0.0770
H 16.11 -17.45 14.48 0.1236
H 15.70 -19.73 12.64 0.1139
H 14.79 -18.36 12.56 0.1167
H 14.04 -21.04 13.35 0.0729
H 12.73 -19.92 13.55 0.0884
H 13.17 -20.99 14.96 0.0762
H 18.02 -19.71 13.99 0.0225
H 17.17 -19.37 15.34 0.0246
C 14.59 -28.16 11.74 -0.0756
C 14.17 -27.32 12.93 -0.4106
C 15.04 -26.15 13.26 -0.2345
O 15.30 -25.34 12.14 -0.1640
C 15.79 -23.97 12.37 -0.0396
N 12.92 -26.79 12.39 0.0426
H 15.58 -28.62 11.78 0.0744
H 14.66 -27.60 10.82 0.0797
H 13.90 -28.93 11.40 0.0715
H 13.93 -27.92 13.81 0.1297
H 15.91 -26.62 13.74 0.1137
H 14.58 -25.58 14.07 0.1215
H 14.93 -23.30 12.32 0.0736
H 16.49 -23.56 11.64 0.0894
H 16.29 -23.77 13.32 0.0550
H 12.51 -26.46 13.26 0.0355
H 13.15 -25.89 12.00 0.0706
C 9.69 -30.98 13.96 -0.0667
C 10.08 -29.56 14.08 -0.4836
C 11.22 -29.37 15.06 -0.2345
O 10.99 -30.07 16.25 -0.1890
C 10.32 -29.28 17.20 -0.1109
N 10.44 -29.07 12.78 0.0649
H 10.59 -31.56 13.80 0.0908
H 8.93 -31.12 13.18 0.0850
H 9.14 -31.37 14.82 0.0801
H 9.21 -29.09 14.55 0.1322
H 11.53 -28.32 15.12 0.1123
H 12.13 -29.75 14.59 0.1213
H 9.41 -28.91 16.74 0.0852
H 10.98 -28.46 17.47 0.0792
H 10.04 -29.92 18.04 0.0930
H 10.72 -28.10 12.80 0.0293
H 11.13 -29.62 12.29 0.0785
C 22.33 -13.95 16.88 -0.0667
C 21.72 -14.25 18.19 -0.4896
C 21.91 -13.10 19.19 -0.1504
O 21.57 -13.56 20.56 -0.1903
C 21.10 -12.43 21.33 -0.1321
N 20.33 -14.48 18.07 0.0661
H 22.31 -14.83 16.24 0.0756
H 23.36 -13.59 16.95 0.0826
H 21.69 -13.41 16.18 0.0710
H 22.16 -15.11 18.70 0.1348
H 21.31 -12.20 18.99 0.1232
H 22.96 -12.81 19.27 0.1223
H 20.75 -12.72 22.32 0.0797
H 20.24 -11.85 21.00 0.0750
H 21.81 -11.62 21.51 0.0787
H 20.06 -14.35 19.04 0.0532
H 20.15 -15.45 17.86 0.0659
C 18.67 -22.88 19.41 -0.0513
C 19.06 -22.13 20.66 -0.4271
C 18.45 -22.68 21.99 -0.1889
O 17.06 -22.75 22.10 -0.2077
C 16.30 -21.52 22.22 -0.0654
N 20.53 -22.04 20.77 0.0478
H 17.63 -22.81 19.07 0.0500
H 18.94 -23.92 19.55 0.0866
H 19.34 -22.68 18.57 0.0632
H 18.71 -21.11 20.53 0.1062
H 18.73 -22.13 22.89 0.1188
H 18.90 -23.67 22.13 0.1286
H 16.47 -21.03 23.18 0.0836
H 15.23 -21.70 22.39 0.0760
H 16.55 -20.80 21.44 0.0623
H 20.86 -21.93 21.71 0.0672
H 20.65 -21.17 20.26 0.0544
C 12.81 -23.53 23.72 -0.0499
C 13.64 -24.77 23.68 -0.4584
C 13.90 -25.26 22.28 -0.1344
O 12.59 -25.91 21.93 -0.1708
C 12.38 -26.10 20.60 -0.1560
N 14.87 -24.65 24.40 0.0413
H 12.66 -23.05 22.75 0.0622
H 13.26 -22.85 24.44 0.0805
H 11.81 -23.82 24.03 0.0713
H 13.11 -25.55 24.23 0.1440
H 14.68 -26.02 22.22 0.1121
H 14.09 -24.57 21.46 0.1100
H 12.96 -26.94 20.22 0.0724
H 12.56 -25.26 19.93 0.0429
H 11.37 -26.32 20.25 0.0856
H 15.25 -25.53 24.72 0.0759
H 15.60 -24.23 23.84 0.0573
C 17.43 -17.79 21.15 -0.0618
C 18.69 -16.88 20.99 -0.3824
C 19.75 -17.56 20.06 -0.2316
O 19.19 -17.62 18.82 -0.1962
C 20.04 -18.32 17.89 -0.0782
N 18.22 -15.56 20.59 0.0640
H 17.65 -18.76 21.58 0.0527
H 16.86 -17.97 20.24 0.0498
H 16.80 -17.31 21.91 0.0732
H 19.13 -16.80 21.98 0.1314
H 20.11 -18.48 20.51 0.1206
H 20.56 -16.84 19.95 0.1132
H 21.08 -17.98 17.91 0.0919
H 19.72 -18.18 16.86 0.0794
H 19.99 -19.39 18.10 0.0687
H 17.47 -15.36 21.24 0.0551
H 17.81 -15.75 19.69 0.0633
```

## Properties
charge	0
2S+1	1
HOMO-LUMO gap	8.6	eV
LUMO energy	0.373	eV

=====

2:
This record from the Open Molecules 2025 dataset describes a 16-piece molecular cluster, C64H176N16O16 overall. The level of theory is the ωB97M-V functional and the def2-TZVPD basis.

```
272
Properties=species:S:1:pos:R:3:lowdin_charge:R:1
C -6.13 1.34 -3.39 -0.0562
C -5.34 1.49 -2.07 -0.4193
C -3.89 1.04 -2.25 -0.2117
O -3.16 1.23 -1.07 -0.2291
C -1.89 0.70 -1.12 -0.1300
N -5.42 2.85 -1.55 0.0521
H -7.06 1.86 -3.29 0.0636
H -6.41 0.28 -3.57 0.0750
H -5.53 1.58 -4.26 0.0664
H -5.91 0.89 -1.35 0.1139
H -3.43 1.51 -3.15 0.1199
H -3.79 -0.01 -2.56 0.1144
H -1.51 0.65 -2.15 0.0672
H -1.82 -0.36 -0.67 0.0977
H -1.17 1.32 -0.57 0.0796
H -4.99 2.93 -0.65 0.0521
H -5.01 3.56 -2.17 0.0744
C 4.84 -4.76 1.61 -0.0852
C 3.99 -5.88 1.12 -0.4304
C 3.33 -5.36 -0.18 -0.2217
O 2.44 -4.27 -0.12 -0.2032
C 2.87 -3.06 -0.66 -0.1192
N 4.79 -7.09 0.92 0.0300
H 5.59 -4.32 0.87 0.0946
H 5.46 -4.88 2.50 0.0653
H 4.25 -3.89 1.89 0.0479
H 3.19 -6.07 1.87 0.1453
H 2.71 -6.21 -0.61 0.1256
H 4.09 -5.24 -0.90 0.0870
H 1.99 -2.47 -0.98 0.0843
H 3.45 -3.25 -1.58 0.0760
H 3.37 -2.39 -0.01 0.0661
H 5.53 -7.01 0.17 0.0971
H 4.24 -7.92 0.65 0.0738
C -0.66 6.09 -2.99 -0.0318
C -1.03 4.93 -2.00 -0.3933
C -1.74 5.45 -0.72 -0.1620
O -0.74 6.24 -0.09 -0.2031
C -1.27 7.38 0.43 -0.1617
N -1.94 4.01 -2.67 0.0512
H 0.13 6.73 -2.62 0.0342
H -1.53 6.74 -3.21 0.0869
H -0.31 5.59 -3.93 0.0911
H -0.13 4.34 -1.76 0.1338
H -1.97 4.52 -0.14 0.1182
H -2.59 6.07 -0.98 0.1228
H -0.52 8.07 0.80 0.0730
H -1.97 7.12 1.30 0.1147
H -1.90 7.99 -0.26 0.0980
H -2.49 4.54 -3.33 0.0752
H -2.62 3.63 -2.04 0.0349
C -0.89 1.48 -4.79 -0.0547
C 0.54 1.86 -5.21 -0.3902
C 1.60 1.32 -4.19 -0.1978
O 1.38 -0.06 -3.97 -0.2037
C 2.57 -0.69 -3.54 -0.1194
N 0.84 1.40 -6.60 0.0248
H -0.90 0.45 -4.62 0.0329
H -1.57 1.97 -5.48 0.0909
H -1.01 1.99 -3.85 0.0299
H 0.67 2.95 -5.19 0.1271
H 1.57 1.87 -3.28 0.1038
H 2.61 1.48 -4.62 0.1143
H 2.46 -1.78 -3.56 0.0681
H 2.79 -0.36 -2.50 0.0876
H 3.45 -0.38 -4.22 0.0879
H 0.50 0.42 -6.60 0.0633
H 1.82 1.09 -6.78 0.0679
C 0.68 -5.22 -5.19 -0.0693
C 0.67 -4.59 -3.87 -0.4423
C -0.79 -4.47 -3.36 -0.1687
O -1.65 -3.57 -4.08 -0.1725
C -1.40 -2.21 -3.95 -0.1245
N 1.55 -5.31 -2.90 0.0804
H 1.65 -5.52 -5.59 0.0777
H 0.14 -4.65 -5.92 0.0815
H 0.04 -6.09 -5.07 0.0853
H 1.00 -3.55 -3.98 0.1159
H -0.73 -4.07 -2.31 0.1218
H -1.31 -5.40 -3.36 0.1178
H -2.22 -1.65 -4.36 0.0821
H -0.52 -1.88 -4.47 0.0599
H -1.24 -1.89 -2.91 0.0895
H 1.26 -6.29 -2.98 0.0853
H 1.30 -5.03 -1.95 0.0483
C 4.35 3.55 -2.48 -0.0775
C 4.56 4.95 -2.00 -0.4429
C 3.19 5.69 -1.86 -0.2044
O 2.71 6.17 -3.09 -0.1933
C 2.55 7.59 -3.11 -0.1089
N 5.13 4.86 -0.67 0.0423
H 3.78 3.09 -1.69 0.0696
H 5.25 2.92 -2.55 0.0703
H 3.83 3.62 -3.47 0.1005
H 5.19 5.45 -2.72 0.1331
H 3.31 6.55 -1.25 0.0844
H 2.60 4.90 -1.42 0.1062
H 1.85 7.97 -2.35 0.0785
H 2.21 7.96 -4.13 0.1115
H 3.52 8.06 -2.88 0.0864
H 6.10 4.49 -0.75 0.0965
H 5.35 5.70 -0.22 0.0460
C -10.20 -1.57 2.84 -0.0805
C -9.36 -0.33 2.88 -0.4759
C -9.84 0.61 1.80 -0.2316
O -9.13 0.43 0.59 -0.1996
C -9.67 1.36 -0.38 -0.0792
N -9.56 0.22 4.17 0.0577
H -11.25 -1.29 3.03 0.0914
H -9.85 -2.36 3.54 0.0858
H -10.22 -2.02 1.84 0.0820
H -8.31 -0.58 2.71 0.1141
H -9.57 1.67 2.16 0.1409
H -10.87 0.46 1.65 0.1061
H -9.60 2.33 0.13 0.0859
H -10.72 1.08 -0.65 0.0969
H -9.06 1.39 -1.28 0.0679
H -9.90 -0.47 4.81 0.0681
H -8.86 0.83 4.48 0.0512
C 6.79 -4.84 -4.97 -0.0709
C 5.60 -4.00 -4.57 -0.4405
C 4.68 -3.67 -5.79 -0.1965
O 3.74 -2.68 -5.45 -0.2197
C 2.97 -2.36 -6.61 -0.0915
N 4.86 -4.74 -3.58 0.0673
H 7.34 -4.30 -5.75 0.0873
H 6.55 -5.80 -5.33 0.0656
H 7.37 -4.93 -4.05 0.0875
H 6.12 -3.07 -4.21 0.1229
H 4.18 -4.52 -6.23 0.1180
H 5.37 -3.32 -6.60 0.1264
H 2.48 -3.21 -6.92 0.0427
H 3.63 -1.98 -7.46 0.1190
H 2.10 -1.72 -6.29 0.0953
H 3.90 -4.49 -3.72 0.0395
H 4.97 -5.72 -3.84 0.0766
C -5.88 -1.82 3.63 -0.0534
C -4.44 -2.22 3.50 -0.4614
C -3.63 -1.71 4.76 -0.1875
O -3.89 -0.38 5.18 -0.2502
C -3.51 -0.15 6.55 -0.0776
N -4.09 -3.60 3.37 0.0483
H -6.38 -2.23 2.79 0.0411
H -6.07 -0.68 3.75 0.1007
H -6.25 -2.22 4.58 0.0885
H -4.02 -1.80 2.59 0.1196
H -2.58 -1.95 4.44 0.1181
H -3.80 -2.35 5.65 0.1188
H -4.01 0.82 6.84 0.0960
H -2.45 -0.01 6.58 0.0665
H -3.86 -0.98 7.21 0.0998
H -4.58 -4.14 4.10 0.0917
H -4.63 -3.90 2.56 0.0637
C -3.89 -2.31 -0.40 -0.0603
C -5.11 -2.85 -1.06 -0.4562
C -5.87 -3.97 -0.33 -0.2343
O -6.97 -4.42 -1.09 -0.1864
C -7.87 -5.16 -0.24 -0.0844
N -5.94 -1.76 -1.55 0.0709
H -3.24 -1.85 -1.12 0.0419
H -3.46 -3.19 0.10 0.0755
H -4.13 -1.46 0.28 0.0887
H -4.69 -3.44 -1.91 0.1454
H -6.22 -3.56 0.64 0.1056
H -5.16 -4.80 -0.05 0.1339
H -8.10 -4.62 0.71 0.0895
H -7.39 -6.11 -0.06 0.0833
H -8.80 -5.28 -0.79 0.0849
H -6.15 -1.08 -0.81 0.0692
H -6.85 -2.16 -1.83 0.0888
C -6.11 3.65 3.08 -0.0552
C -5.11 2.58 3.51 -0.4174
C -3.66 3.05 3.65 -0.1962
O -3.20 3.52 2.40 -0.1897
C -2.76 2.47 1.50 -0.0870
N -5.64 2.05 4.80 0.0305
H -5.70 4.30 2.27 0.0868
H -6.29 4.34 3.87 0.0678
H -6.99 3.23 2.66 0.0553
H -5.14 1.74 2.79 0.1292
H -3.11 2.16 3.93 0.1091
H -3.52 3.87 4.27 0.1086
H -3.34 1.54 1.61 0.0868
H -1.69 2.18 1.65 0.0880
H -2.87 2.76 0.42 0.0576
H -5.03 1.31 5.22 0.0294
H -5.82 2.88 5.42 0.0882
C -0.84 -5.06 1.19 -0.0633
C -0.65 -3.82 1.99 -0.4300
C 0.46 -4.01 2.98 -0.1847
O 0.61 -2.77 3.69 -0.2122
C 1.87 -2.65 4.38 -0.0935
N -0.53 -2.61 1.11 0.0845
H -1.41 -5.82 1.71 0.0798
H 0.05 -5.54 0.93 0.0468
H -1.43 -4.95 0.27 0.0744
H -1.55 -3.58 2.54 0.1043
H 1.42 -4.16 2.42 0.1176
H 0.30 -4.88 3.63 0.1353
H 2.00 -3.57 4.99 0.0973
H 1.75 -1.79 5.03 0.0655
H 2.76 -2.52 3.79 0.0442
H 0.23 -2.83 0.44 0.0576
H -0.24 -1.85 1.68 0.0431
C 6.08 -3.09 4.63 -0.0455
C 6.00 -1.64 4.16 -0.4869
C 5.78 -1.52 2.69 -0.2045
O 5.54 -0.16 2.32 -0.2479
C 6.69 0.72 2.43 -0.0811
N 4.85 -1.10 4.79 0.0510
H 6.06 -3.09 5.74 0.0897
H 6.95 -3.58 4.25 0.0719
H 5.19 -3.64 4.30 0.0619
H 6.94 -1.15 4.43 0.1305
H 4.79 -1.93 2.50 0.1096
H 6.70 -1.86 2.21 0.1307
H 6.42 1.65 1.87 0.0942
H 7.67 0.33 2.04 0.0885
H 6.85 1.00 3.49 0.0870
H 4.54 -0.14 4.48 0.1060
H 4.89 -1.14 5.79 0.0765
C 3.71 6.12 2.94 -0.0485
C 2.28 6.12 2.40 -0.4498
C 1.53 7.33 2.80 -0.2303
O 1.31 7.45 4.19 -0.1561
C 0.13 6.81 4.58 -0.1129
N 2.31 6.10 0.95 0.0847
H 4.24 5.18 2.67 0.0602
H 3.78 6.21 4.03 0.0776
H 4.27 6.97 2.46 0.0921
H 1.73 5.32 2.91 0.1306
H 0.55 7.40 2.32 0.0845
H 2.12 8.23 2.49 0.1456
H 0.04 5.78 4.32 0.0704
H -0.75 7.20 4.05 0.0874
H -0.02 6.95 5.62 0.0795
H 1.36 5.94 0.61 0.0683
H 2.80 5.36 0.59 0.0060
C 8.21 -1.36 -0.68 -0.0653
C 6.74 -1.59 -1.03 -0.3927
C 6.29 -0.62 -2.17 -0.1880
O 7.01 -0.95 -3.36 -0.1772
C 6.47 -0.17 -4.41 -0.1249
N 6.44 -3.01 -1.37 0.0671
H 8.85 -1.46 -1.57 0.0770
H 8.54 -2.11 0.08 0.0848
H 8.38 -0.37 -0.26 0.0602
H 6.06 -1.37 -0.21 0.1125
H 6.54 0.41 -1.84 0.1190
H 5.16 -0.62 -2.24 0.1192
H 5.47 -0.52 -4.65 0.0538
H 7.01 -0.18 -5.37 0.0980
H 6.36 0.90 -4.23 0.0799
H 6.76 -3.27 -2.30 0.0421
H 5.48 -3.33 -1.28 0.0195
C 2.12 0.53 1.63 -0.0375
C 2.14 1.84 2.47 -0.3727
C 1.43 1.56 3.81 -0.2360
O 0.16 1.15 3.47 -0.1820
C -0.38 0.46 4.57 -0.0964
N 3.52 2.32 2.75 0.0664
H 1.99 -0.32 2.30 0.0657
H 3.05 0.44 1.01 0.0821
H 1.25 0.60 0.96 0.0688
H 1.62 2.56 1.87 0.1154
H 1.40 2.43 4.48 0.1270
H 2.02 0.82 4.29 0.0971
H 0.23 -0.36 4.83 0.0468
H -1.44 0.07 4.32 0.1004
H -0.57 1.18 5.38 0.0962
H 4.13 1.51 2.62 0.0271
H 3.86 3.06 2.17 0.0343
```

## Properties
charge	0
2S+1	1
HOMO-LUMO gap	9.1	eV
LUMO energy	0.534	eV

=====

Least stable = 1